[1]
Entry from the Open Molecules 2025 dataset: a structure of composition C24H43Cl2F3N3O7SSiTb in a non-equilibrium geometry (ωB97M-V/def2-TZVPD).

Results
- Gap between HOMO and LUMO (spin up / spin down): 0.323 / 0.300 Ha
- Energy: -4363.62469 Ha
- ΔE to the lowest compared entry with this formula, charge and spin: 0.0000 eV
- Spin multiplicity: 7

CARTESIAN COORDINATES (ANGSTROEM)
C  3.0924  -1.8822  -3.6086
C  2.3038  -1.5036  -4.8131
H  3.3733  -2.9368  -3.6496
H  2.5016  -1.7256  -2.6949
H  4.0211  -1.2852  -3.5119
C  2.3004  -2.1312  -5.9916
C  3.1058  -3.3284  -6.3597
H  1.6584  -1.7407  -6.7781
H  3.1797  -4.0381  -5.5302
H  4.1315  -3.0499  -6.6410
H  2.6732  -3.8619  -7.2215
Tb  -0.1871  -0.0528  3.6956
Cl  1.3072  -0.5519  1.8364
C  -0.5646  2.0896  1.7517
O  -1.3061  1.3345  2.4303
N  -1.1078  2.9413  0.9065
C  -2.4851  2.7754  0.4653
C  -0.3527  4.0542  0.4006
H  0.5370  2.0671  1.8094
H  -3.0074  2.0985  1.1426
H  -2.4988  2.3594  -0.5570
H  -2.9810  3.7510  0.4467
H  0.6271  4.0778  0.8880
H  -0.8821  4.9916  0.6095
H  -0.2155  3.9565  -0.6822
H  -4.0329  2.0654  6.8105
H  -2.1503  2.1758  8.7998
C  -3.7612  1.0020  6.8581
C  -1.9265  1.1360  8.5339
N  -2.3475  0.8644  7.1843
H  -3.9575  0.5281  5.8976
C  -1.4753  0.5321  6.2585
O  -1.8571  0.3175  5.0801
H  -0.8502  0.9675  8.6182
H  -0.4191  0.4391  6.5734
H  -4.3597  0.5291  7.6434
H  -2.4530  0.4729  9.2290
H  0.7043  -4.6898  2.4333
H  -0.3680  -3.1890  0.4761
C  -0.2948  -4.7275  2.8913
C  -1.2921  -3.5487  0.9470
N  -1.1128  -3.6535  2.3834
H  -0.1918  -4.6321  3.9754
C  -1.5030  -2.6635  3.1793
O  -1.6655  -1.4893  2.7742
H  -2.0975  -2.8398  0.7324
H  -1.7359  -2.9538  4.2133
H  -0.7601  -5.6880  2.6473
H  -1.5376  -4.5401  0.5483
O  0.0971  -0.6736  -4.2096
C  1.3990  -0.2818  -4.6395
C  0.2173  0.4008  -6.7806
C  1.3076  0.5215  -5.9211
H  -0.5999  -0.2676  -6.5119
C  0.1844  1.1390  -7.9642
H  1.8555  0.3574  -3.8691
C  2.3659  1.3763  -6.2529
H  -0.6714  1.0406  -8.6256
C  1.2335  1.9915  -8.2920
C  2.3251  2.1069  -7.4314
H  3.2186  1.4449  -5.5793
H  1.2035  2.5657  -9.2149
H  3.1490  2.7702  -7.6759
Si  -0.8184  0.1227  -3.0600
Cl  0.5814  -1.8604  5.1578
C  -2.5571  -0.4390  -3.3937
C  -0.6548  1.9767  -3.2755
C  -0.2981  -0.3617  -1.3429
H  -2.7909  -0.4145  -4.4680
H  -3.2897  0.1978  -2.8761
H  -2.7111  -1.4714  -3.0466
H  -0.3981  -1.4465  -1.1759
H  -0.9227  0.1372  -0.5819
H  0.7469  -0.0940  -1.1239
H  -0.7828  2.2809  -4.3270
H  0.3229  2.3536  -2.9363
H  -1.4271  2.5005  -2.6883
F  1.9871  -0.4594  7.4482
C  2.4627  0.7457  7.1241
F  1.6815  1.6987  7.6750
F  3.7091  0.8766  7.5867
S  2.4794  1.0258  5.0786
O  3.4918  2.0385  5.0002
O  2.9458  -0.2324  4.5663
O  1.1776  1.5094  4.5960

Atom charges from the Mulliken analysis, given in e for atoms 1 to 5: -1.280 0.101 0.409 0.207 0.239



[2]
Entry from the Open Molecules 2025 dataset: a structure of composition C24H43ErFP2 in a non-equilibrium geometry (ωB97M-V/def2-TZVPD).

Results
- Gap between HOMO and LUMO (spin up / spin down): 0.239 / 0.243 Ha
- Total charge: +1
- Energy: -2737.70070 Ha
- Spin multiplicity: 4

CARTESIAN COORDINATES (ANGSTROEM)
Er  -0.5473  0.5039  2.6758
C  0.5307  -0.0353  4.9583
C  1.5523  0.4855  4.1183
C  -0.0846  2.1135  4.3537
C  -0.4954  0.9447  5.0889
C  1.1855  1.8112  3.7343
C  0.6640  -1.2941  5.7319
H  1.3008  -2.0161  5.2009
H  -0.3075  -1.7720  5.9111
H  1.1426  -1.1102  6.7115
C  -1.7784  0.7200  5.8082
H  -1.7660  -0.2679  6.2894
H  -2.6339  0.7412  5.1214
H  -1.9619  1.4640  6.5956
C  -0.9287  3.3067  4.0995
H  -1.0338  3.9092  5.0135
H  -1.9409  3.0222  3.7666
H  -0.5018  3.9400  3.3131
C  2.0051  2.6759  2.8488
H  2.6203  3.3642  3.4505
H  1.3930  3.2730  2.1561
H  2.6973  2.0776  2.2403
C  2.8912  -0.1318  3.9544
H  3.6373  0.3973  4.5702
H  3.2307  -0.1156  2.9129
H  2.8799  -1.1757  4.2803
C  -0.7422  -2.3195  1.4730
C  0.3434  -2.5802  2.2266
C  1.7500  -2.7379  1.7509
C  2.1642  -1.9669  0.4549
C  1.7437  -0.5300  0.3395
C  0.6086  -0.0041  -0.1665
C  -0.6812  -0.7122  -0.5008
C  -0.7710  -2.1854  -0.0245
H  1.9780  -3.8117  1.5762
H  1.8952  -2.5783  -0.4255
H  2.4126  -2.4141  2.5712
H  0.0068  -2.7814  -0.5244
H  -1.7271  -2.2490  1.9650
H  0.2178  -2.7581  3.3020
H  -1.7385  -2.5902  -0.3920
H  -1.5483  -0.1444  -0.0842
H  0.5929  1.0819  -0.3720
H  -0.8409  -0.7281  -1.6046
H  3.2698  -1.9505  0.4622
H  2.5284  0.1883  0.6196
P  -1.0733  -0.7206  -4.0188
P  -0.8488  1.9473  -5.3932
C  -1.1404  -0.7904  -5.9090
C  -1.5154  0.5623  -6.4876
H  -1.8796  -1.5457  -6.2042
H  -0.1567  -1.1182  -6.2706
H  -1.1183  0.6901  -7.5058
H  -2.6053  0.6984  -6.5115
C  -1.6442  3.2900  -6.3812
H  -1.2711  4.2580  -6.0272
H  -2.7275  3.2528  -6.2154
H  -1.4322  3.1768  -7.4546
C  0.7922  2.0124  -6.2422
H  0.6654  1.9649  -7.3322
H  1.4164  1.1793  -5.9046
H  1.2849  2.9508  -5.9671
C  -2.6056  -1.7128  -3.7784
H  -2.7058  -1.9904  -2.7236
H  -2.5778  -2.6117  -4.4071
H  -3.4634  -1.0897  -4.0638
C  0.2402  -2.0043  -3.8514
H  1.1730  -1.5814  -4.2520
H  -0.0295  -2.9075  -4.4171
H  0.3906  -2.2471  -2.7908
F  -2.3806  1.2775  2.5571

Atom charges from the Mulliken analysis, given in e for atoms 1 to 5: 0.893 0.561 0.866 0.779 0.497



[3]
Entry from the Open Molecules 2025 dataset: a cluster of 4 separate species, C24H43F16N3O7S in total in a non-equilibrium geometry (ωB97M-V/def2-TZVPD).

Results
- Gap between HOMO and LUMO: 0.228 Ha
- SMILES string: O=C1OC[C@](CCC(F)(F)C(F)(F)C(F)(F)C(F)(F)S(F)(F)(F)(F)F)(C(F)(F)F)[C@H]1COO.COC[C@@H](C)N.COC[C@@H](C)N.COC[C@@H](C)N
- Energy: -3626.61921 Ha

CARTESIAN COORDINATES (ANGSTROEM)
O  1.6857  0.6138  -1.2300
C  1.7185  1.6658  -2.0510
O  1.1207  1.8829  -3.3924
C  1.2356  3.2910  -3.8994
C  1.3658  4.0863  -2.4327
C  -0.1907  4.0548  -1.9306
C  -0.4547  3.6785  -0.3817
C  -1.8353  2.9250  0.0245
F  -2.0145  3.3010  1.4861
F  -1.4939  1.4568  0.1337
C  -3.1978  3.2952  -0.7170
F  -4.2132  3.6222  0.3654
F  -3.2301  4.5307  -1.5538
C  -3.9933  2.1022  -1.5593
F  -4.3112  1.0661  -0.5071
F  -5.2391  2.8570  -1.9839
C  -3.2768  1.5555  -2.8886
F  -1.8511  1.0780  -2.7142
F  -3.1391  2.7189  -3.8468
S  -4.0934  0.1992  -3.8572
F  -2.5900  -0.0375  -4.7208
F  -3.5122  -1.0319  -2.7571
F  -5.5443  0.1834  -2.9848
F  -4.6168  1.3648  -5.0013
F  -4.7586  -1.0434  -4.8515
C  2.0447  5.5208  -2.8525
F  1.1655  6.1474  -3.9039
F  3.3834  5.3193  -3.5169
F  2.2703  6.4434  -1.6918
C  2.4910  3.0886  -1.7900
C  3.1652  3.4135  -0.3290
O  4.5820  2.9573  -0.3855
O  4.5435  1.7281  0.1064
H  0.2986  3.7064  -4.4606
H  2.1739  3.3216  -4.6160
H  -0.5882  5.1736  -2.0752
H  -0.8626  3.4106  -2.6465
H  0.4318  3.0236  0.0779
H  -0.4171  4.6952  0.2435
H  3.4573  2.9709  -2.4815
H  2.6383  2.8092  0.5262
H  3.2239  4.5755  -0.0777
H  4.2866  1.1336  -0.6768
C  1.1658  -4.8542  -2.4869
C  0.7862  -3.5949  -1.7114
C  -0.7394  -3.4049  -1.5433
O  -1.4123  -2.9511  -2.7219
C  -1.6847  -3.9690  -3.6720
N  1.4043  -2.4298  -2.3618
H  1.0281  -4.7450  -3.5659
H  2.2243  -5.0932  -2.3280
H  0.5779  -5.7150  -2.1522
H  1.2155  -3.6940  -0.7071
H  -0.9005  -2.6229  -0.7939
H  -1.2176  -4.3100  -1.1500
H  -1.9174  -4.9272  -3.1960
H  -0.8401  -4.0759  -4.3561
H  -2.5488  -3.6594  -4.2660
H  1.2363  -1.6061  -1.7836
H  0.8696  -2.2387  -3.2152
C  -2.5863  4.0096  7.2181
C  -1.1488  3.6225  6.8787
C  -0.4244  4.6505  5.9786
O  -0.8193  4.6145  4.6036
C  -2.0365  5.2879  4.3238
N  -1.1461  2.2822  6.2734
H  -3.2806  3.8253  6.3941
H  -2.9468  3.4207  8.0701
H  -2.6547  5.0670  7.4935
H  -0.5974  3.5715  7.8254
H  0.6436  4.4085  5.9836
H  -0.5104  5.6679  6.3785
H  -2.1706  6.1763  4.9495
H  -2.8780  4.6026  4.4456
H  -2.0201  5.6020  3.2767
H  -0.1788  1.9842  6.1449
H  -1.4976  2.3805  5.3156
C  3.4351  -8.3742  2.4982
C  2.8328  -8.4948  1.1003
C  2.9293  -7.1950  0.2678
O  1.9940  -6.1800  0.6454
C  2.3718  -5.4282  1.7879
N  1.4411  -8.9550  1.2187
H  2.7836  -7.8410  3.1957
H  3.6048  -9.3698  2.9255
H  4.3999  -7.8576  2.4680
H  3.4042  -9.2658  0.5694
H  2.6898  -7.4427  -0.7717
H  3.9506  -6.7957  0.2606
H  3.4549  -5.2781  1.8442
H  2.0049  -5.9165  2.6932
H  1.8898  -4.4488  1.7269
H  1.0762  -9.1347  0.2830
H  0.8844  -8.1588  1.5459

Atom charges from the Mulliken analysis, given in e for atoms 1 to 5: -0.600 0.511 -0.316 -0.745 0.160